(1)
Density functional theory data (ωB97M-V/def2-TZVPD) for a molecular structure, AsF6H22O11 at a distorted geometry.

Properties
F_max in hartree/bohr: 0.0432
LUMO energy (alpha / beta) in eV: 4.974 / 4.906
Energy relative to the best compared isomer or geometry (same formula, charge and spin) in eV: 0.413
Total energy in eV: -100028.077
Charge: -2
2S+1: 2
Highest occupied orbital energy (alpha / beta) in eV: 1.2 / -5.4
Frontier orbital gap (alpha / beta) in eV: 3.74 / 10.26

Each line ends with the Mulliken charge.
Atoms and positions in Å:
As: -0.245279 0.213603 -0.010036  0.975
F: -1.940499 -0.367487 0.227194  -0.599
F: -0.759289 1.922363 -0.248506  -0.461
F: 1.471891 0.711963 -0.146276  -0.492
F: -0.380589 -0.253037 -1.789816  -0.540
F: -0.182939 0.566413 1.747674  -0.418
F: 0.109881 -1.548317 0.277004  -0.492
O: -4.244649 -1.566807 0.532184  -0.697
O: 3.546721 -1.054007 -1.338476  -0.549
O: 1.854971 1.154883 4.452134  -0.631
O: 1.862931 0.945493 -3.210816  -0.579
O: -1.148939 -1.040267 4.853124  -0.661
O: 1.671591 -3.121637 -2.327446  -0.669
O: 1.280441 -2.788017 2.544714  -0.639
O: -1.220869 1.558703 3.704484  -0.725
O: -0.138689 4.951193 -2.484866  -0.688
O: -1.009529 1.534443 -4.111956  -0.656
O: -2.185069 -1.574807 -3.582836  -0.673
H: 2.183571 -2.734997 -1.617086  0.323
H: 1.100931 1.668513 4.162574  0.338
H: -1.841189 -1.058767 -2.853666  0.369
H: 1.746671 -1.954107 2.485834  0.292
H: 1.596051 0.809093 5.306314  0.276
H: -4.462519 -1.723317 -0.386656  0.277
H: 0.187411 5.392123 -1.700346  0.312
H: -1.268719 -0.396087 4.155324  0.320
H: -0.829129 0.909843 3.119894  0.506
H: -0.523999 -0.631777 5.452144  0.271
H: 3.265481 -0.159197 -1.147576  0.220
H: -0.782419 0.616153 -4.258236  0.318
H: -0.324129 1.861283 -3.529186  0.315
H: 1.344661 0.162363 -3.025506  0.314
H: -2.488949 -2.387797 -3.179196  0.290
H: 0.760911 -2.829697 1.741864  0.361
H: -1.608009 2.208003 3.117314  0.285
H: 4.267371 -1.214207 -0.729186  0.267
H: -3.460589 -1.018517 0.502884  0.569
H: 2.351611 1.106413 -2.403646  0.283
H: -0.319279 4.055623 -2.199256  0.357
H: 0.762181 -2.925627 -2.102076  0.330

Forces on the atoms, in the same order (eV/Å):
-0.74 -0.73 -0.35
-1.48 0.23 0.09
-0.52 1.37 -0.41
2.16 0.40 -0.33
-0.05 -0.21 -1.56
0.55 -0.20 1.26
0.94 -1.22 0.32
-1.21 -0.60 0.23
0.47 -0.44 -0.32
0.59 -0.02 0.20
0.37 0.48 -0.70
-0.11 -0.60 0.45
0.04 -0.63 -0.45
0.47 -0.65 0.62
-0.48 0.86 1.81
0.02 0.44 -0.32
-0.48 0.43 -0.55
-0.40 -0.30 -0.69
0.13 0.50 0.20
-0.54 0.10 -0.34
0.51 0.50 0.65
-0.14 0.32 -0.15
-0.09 -0.09 0.12
0.06 0.04 -0.16
0.06 -0.04 0.21
-0.23 0.11 -0.06
0.45 -0.06 -1.23
0.09 0.12 -0.03
-0.56 0.23 0.40
0.02 -0.26 0.17
0.36 -0.18 0.27
-0.36 -0.38 0.41
0.02 -0.14 0.13
-0.31 0.43 -0.44
-0.01 -0.05 -0.33
0.10 -0.03 0.23
0.91 0.38 -0.05
-0.22 0.09 0.31
-0.12 -0.47 0.21
-0.27 0.29 0.20

(2)
Density functional theory data (ωB97M-V/def2-TZVPD) for a molecular structure, AsF6H24O12 at a distorted geometry.

Properties
F_max in hartree/bohr: 0.0343
LUMO energy in eV: 2.123
Energy relative to the best compared isomer or geometry (same formula, charge and spin) in eV: 0.750
Total energy in eV: -102110.716
Charge: -1
Highest occupied orbital energy in eV: -7.6
Frontier orbital gap in eV: 9.71

Each line ends with the Mulliken charge.
Atoms and positions in Å:
As: -0.307867 -0.225980 0.130125  1.992
F: -0.685288 -0.313988 -1.580278  -0.555
F: -0.220118 1.522072 -0.027871  -0.501
F: 1.389635 -0.377502 -0.204250  -0.418
F: -2.029436 -0.040316 0.413030  -0.605
F: 0.033374 -0.160030 1.856576  -0.426
F: -0.471588 -1.989538 0.392326  -0.651
O: -2.815638 -4.604661 -0.309295  -0.656
O: 1.298782 -3.302177 1.873160  -0.702
O: 2.464602 1.710279 1.319404  -0.671
O: -1.818509 2.588955 -2.051856  -0.692
O: 3.587068 -2.456995 0.753383  -0.673
O: 0.674609 -0.704124 4.568131  -0.657
O: 3.246965 1.441312 -1.408924  -0.640
O: 0.785423 -0.777363 -4.652899  -0.689
O: -3.850356 -2.033418 0.626345  -0.693
O: 0.089562 5.056507 0.319417  -0.631
O: -1.254946 1.413148 -4.559245  -0.678
O: -1.758689 2.559017 3.167056  -0.657
H: 0.816729 5.611139 0.616309  0.293
H: -0.258516 -0.711176 4.797511  0.275
H: 2.628479 0.804113 -1.787589  0.295
H: 3.477365 -2.402323 -0.202513  0.291
H: -3.302601 -3.786365 -0.118418  0.365
H: 0.630433 -2.767517 1.398327  0.424
H: 0.452002 -1.350552 -3.950509  0.354
H: 2.110549 0.874757 1.632306  0.263
H: -4.688237 -1.564663 0.579294  0.293
H: -1.441209 1.755322 -3.665400  0.435
H: -1.318064 1.863973 2.663834  0.335
H: -3.171509 -1.347712 0.477537  0.476
H: -1.302089 2.289365 -1.288740  0.363
H: 2.161630 -2.986714 1.530763  0.424
H: 4.114550 1.041737 -1.524015  0.298
H: -2.034874 2.128264 3.981537  0.287
H: 2.516918 1.625845 0.349414  0.397
H: 0.692858 -0.425570 3.641157  0.438
H: -2.731146 2.577552 -1.748309  0.310
H: -0.562571 0.755125 -4.412217  0.342
H: 4.247192 -1.787692 0.965690  0.302
H: 0.332848 -1.078557 -5.448760  0.312
H: -2.073742 -4.589570 0.303871  0.309
H: 0.345432 4.166025 0.584583  0.323

Forces on the atoms, in the same order (eV/Å):
-0.60 -0.64 -0.37
0.47 -0.39 0.75
0.21 -0.53 0.40
-0.41 -0.22 -0.07
0.40 0.07 0.30
-0.21 0.56 -0.65
-0.27 1.45 -0.97
-0.10 -0.04 -0.01
0.01 0.25 -0.30
0.21 0.30 -0.05
-0.13 0.09 0.13
0.73 0.15 -0.40
0.06 0.24 0.03
0.03 -0.08 -0.27
-0.02 -0.18 0.05
0.05 0.17 -0.06
0.04 0.06 0.01
0.04 -0.11 0.14
-0.05 -0.08 0.03
0.00 -0.05 0.01
0.01 -0.06 -0.07
-0.06 0.08 0.02
-0.13 0.00 0.08
0.15 -0.01 0.07
0.66 -0.55 0.51
-0.02 0.11 0.01
-0.05 -0.01 -0.06
0.02 -0.05 -0.02
-0.05 0.06 -0.17
0.04 0.04 -0.04
-0.25 -0.34 0.10
-0.02 0.04 -0.16
-0.76 -0.21 0.36
-0.02 0.06 0.05
0.04 0.00 -0.03
0.12 -0.05 0.44
-0.04 -0.25 0.24
0.03 -0.01 -0.03
0.01 0.08 -0.09
-0.15 0.01 0.11
0.02 0.03 0.05
-0.02 0.08 -0.04
-0.02 -0.08 0.01

(3)
Density functional theory data (ωB97M-V/def2-TZVPD) for a molecular structure, AsF6H24O12 at a distorted geometry.

Properties
F_max in hartree/bohr: 0.0450
LUMO energy in eV: 2.189
Energy relative to the best compared isomer or geometry (same formula, charge and spin) in eV: 1.028
Total energy in eV: -102110.438
Charge: -1
Highest occupied orbital energy in eV: -7.7
Frontier orbital gap in eV: 9.89

Each line ends with the Mulliken charge.
Atoms and positions in Å:
As: -0.073234 -0.373438 -0.250211  2.050
F: 1.199174 -0.944341 -1.361593  -0.530
F: -1.212424 0.115265 1.021576  -0.359
F: -0.723097 0.714520 -1.500378  -0.500
F: 1.058052 0.935063 0.190390  -0.519
F: -1.352708 -1.510340 -0.828871  -0.514
F: 0.478105 -1.639760 0.846443  -0.449
O: -3.276314 -3.087354 -0.304168  -0.691
O: -0.504366 2.689777 1.714314  -0.704
O: 1.369420 0.550586 3.141080  -0.667
O: 3.478872 0.124208 1.206158  -0.668
O: -3.210523 1.727710 -2.370622  -0.668
O: -2.301321 0.297291 3.216391  -0.724
O: 0.030874 -2.285267 3.857293  -0.615
O: 0.506083 -1.891280 -4.111408  -0.678
O: 1.645435 -4.341803 0.280049  -0.636
O: 0.406236 1.080993 -4.510738  -0.666
O: 2.465866 2.141260 -1.592553  -0.737
O: 0.292679 3.414250 -0.944614  -0.641
H: 2.100038 -4.275373 -0.559684  0.315
H: -0.737533 -2.702870 4.246379  0.289
H: -0.353486 2.862382 -0.503986  0.260
H: 0.765409 -1.953256 -3.192094  0.304
H: 0.360814 2.298661 1.592928  0.332
H: -3.803077 -2.376446 0.061017  0.270
H: -2.505211 -2.652257 -0.667932  0.499
H: 0.308106 -0.964060 -4.242926  0.380
H: 1.604550 2.540437 -1.469914  0.443
H: 2.428954 1.330321 -1.085376  0.391
H: -3.264758 2.620751 -2.030384  0.311
H: 1.329964 1.328401 -4.469003  0.330
H: 0.341201 4.203897 -0.405785  0.289
H: 2.692276 0.386226 1.684542  0.367
H: -0.936299 2.123213 2.353594  0.272
H: 3.168381 -0.516465 0.566347  0.312
H: 1.752828 -3.478833 0.680019  0.297
H: -1.902056 -0.002643 2.399785  0.433
H: -0.025737 1.659280 -3.882073  0.296
H: -2.415437 1.368697 -1.976717  0.368
H: -3.235195 0.118025 3.106942  0.280
H: 1.531842 -0.380763 3.290899  0.288
H: -0.243678 -2.057609 2.969021  0.294
H: 0.761298 0.802947 3.835866  0.296

Forces on the atoms, in the same order (eV/Å):
-0.17 -0.74 -1.25
-1.20 0.31 0.69
1.02 -0.01 -1.74
0.45 -0.40 1.10
-1.45 -1.66 0.45
1.93 1.26 0.23
0.03 1.00 -0.10
-0.68 -0.69 0.23
-0.16 0.74 0.00
0.10 0.28 -0.17
0.61 -0.21 0.04
-0.41 0.10 -0.21
-0.26 0.20 0.96
0.34 0.06 0.21
0.04 -0.63 -0.27
0.05 -0.37 0.10
-0.17 -0.19 -0.38
1.18 -0.24 -0.87
-0.53 0.57 -0.46
0.05 0.03 -0.23
-0.16 -0.05 0.11
-0.24 -0.25 0.34
0.02 0.08 0.24
0.35 -0.27 -0.03
-0.06 0.15 -0.01
0.15 0.03 -0.03
-0.05 0.60 -0.03
-0.30 0.29 0.23
0.18 0.02 0.00
-0.02 0.20 0.06
0.33 0.03 0.18
0.08 0.14 0.17
-0.27 0.31 0.15
-0.32 -0.24 0.15
-0.07 -0.13 -0.22
-0.13 0.30 0.10
0.10 -0.13 -0.13
-0.15 0.09 0.31
0.33 -0.28 0.11
-0.21 0.05 0.06
-0.05 -0.45 0.17
-0.08 0.05 -0.45
-0.21 0.03 0.19

(4)
Density functional theory data (ωB97M-V/def2-TZVPD) for a molecular structure, B2CsF8 at a distorted geometry.

Properties
F_max in hartree/bohr: 0.0316
LUMO energy in eV: 1.846
Energy relative to the best compared isomer or geometry (same formula, charge and spin) in eV: 0.340
Total energy in eV: -23657.733
Charge: -1
Highest occupied orbital energy in eV: -8.7
Frontier orbital gap in eV: 10.50

Each line ends with the Mulliken charge.
Atoms and positions in Å:
Cs: -15.198655 12.185570 -16.572895  1.071
F: -18.108056 13.007333 -14.741874  -0.426
F: -16.550734 11.263400 -18.937269  -0.395
F: -16.585616 12.068884 -21.089780  -0.383
F: -18.448867 11.671092 -12.875613  -0.376
F: -14.599510 11.784284 -19.948934  -0.391
F: -16.768647 11.152630 -14.361321  -0.438
F: -18.968205 10.886713 -14.971893  -0.370
F: -16.048647 13.488621 -19.353391  -0.385
B: -15.971868 12.175416 -19.831764  0.507
B: -18.095435 11.673687 -14.223097  0.585

Forces on the atoms, in the same order (eV/Å):
-0.43 0.03 -0.06
0.34 -0.40 0.13
-0.35 0.02 0.50
0.09 0.15 0.38
0.09 0.07 0.00
-0.08 0.36 0.27
0.25 0.07 -0.08
0.07 -0.04 0.00
0.04 0.04 0.43
0.42 -0.60 -1.45
-0.44 0.30 -0.12